# 1
{"formula": "C18H21ClFN10O3", "method": "ωB97M-V with the def2-TZVPD basis set", "elements": ["N", "C", "C", "C", "N", "C", "O", "C", "F", "N", "O", "N", "O", "C", "Cl", "H", "H", "H", "C", "C", "N", "H", "H", "H", "C", "C", "N", "H", "H", "H", "C", "C", "N", "H", "H", "H", "C", "C", "N", "H", "H", "H", "C", "C", "N", "H", "H", "H", "C", "C", "N", "H", "H", "H"], "coordinates": [[0.8399, 5.3272, -1.8139], [1.6193, 4.4168, -1.0606], [2.2592, 3.3118, -1.6078], [3.0294, 2.4520, -0.8397], [3.6813, 1.3138, -1.3648], [4.7682, 1.4514, -1.9159], [5.7732, 1.4910, -2.4888], [3.1154, 2.7045, 0.5057], [3.7660, 1.9812, 1.3088], [2.4936, 3.7694, 1.0478], [2.6051, 3.9343, 2.3907], [1.4313, 2.9217, 2.9636], [0.7052, 3.4862, 3.5845], [1.7569, 4.6426, 0.3061], [1.0467, 5.9240, 1.1001], [0.0313, 4.8606, -2.2088], [1.3816, 5.7288, -2.5674], [2.1528, 3.1119, -2.6613], [-0.4715, -0.3860, 4.6713], [-0.3596, -0.0691, 3.2590], [-0.2731, 0.1549, 2.1384], [-1.4388, -0.8430, 4.8691], [0.3152, -1.0833, 4.9559], [-0.3791, 0.5206, 5.2660], [7.4066, 0.0750, -4.9737], [7.2075, -0.3702, -6.3426], [7.0445, -0.7115, -7.4231], [6.4481, 0.1365, -4.4689], [8.0446, -0.6285, -4.4427], [7.8778, 1.0557, -4.9680], [-1.4948, -3.7978, 3.2622], [-0.5377, -4.2563, 4.2549], [0.2214, -4.5884, 5.0460], [-2.4204, -4.3585, 3.3469], [-1.7077, -2.7424, 3.4109], [-1.0867, -3.9376, 2.2635], [-2.7963, 0.0680, -0.2176], [-2.4214, 1.1714, -1.0847], [-2.1095, 2.0310, -1.7767], [-2.5657, 0.3337, 0.8110], [-3.8579, -0.1551, -0.3054], [-2.2280, -0.8197, -0.4870], [-4.4778, -0.8669, -3.5942], [-4.5602, -1.9836, -2.6658], [-4.6276, -2.8662, -1.9387], [-4.1700, -1.2262, -4.5738], [-5.4509, -0.3884, -3.6821], [-3.7531, -0.1342, -3.2431], [-5.8901, -5.7736, 2.4112], [-5.1476, -4.5488, 2.1685], [-4.5594, -3.5884, 1.9601], [-5.7476, -6.0962, 3.4404], [-6.9496, -5.6017, 2.2351], [-5.5401, -6.5543, 1.7394]], "lowdin_charge": [0.09, -0.29, 0.12, -0.15, 0.20, -0.23, 0.23, -0.23, 0.25, -0.06, -0.07, 0.17, 0.23, -0.56, 0.90, 0.11, 0.10, 0.15, -0.06, -0.29, 0.14, 0.09, 0.09, 0.08, -0.08, -0.29, 0.13, 0.05, 0.09, 0.09, -0.08, -0.29, 0.13, 0.05, 0.05, 0.09, -0.08, -0.30, 0.11, 0.05, 0.08, 0.09, -0.06, -0.30, 0.13, 0.09, 0.09, 0.06, -0.06, -0.28, 0.13, 0.08, 0.09, 0.09], "gap_ev": 8.22, "e_lumo_ev": -5.0, "relative_energy_kj_mol": 0.00, "charge": 1, "e_homo_ev": -13.264}



# 2
{"formula": "C32H37N5O2PtS3", "method": "ωB97M-V with the def2-TZVPD basis set", "elements": ["Pt", "N", "C", "S", "N", "N", "C", "C", "C", "C", "C", "C", "N", "H", "H", "H", "H", "H", "H", "H", "O", "S", "C", "C", "C", "C", "S", "O", "C", "C", "C", "C", "C", "C", "C", "C", "C", "C", "C", "C", "H", "H", "H", "H", "H", "H", "H", "H", "H", "H", "H", "H", "H", "H", "H", "H", "H", "H", "C", "N", "C", "C", "C", "C", "C", "C", "C", "C", "H", "H", "H", "H", "H", "H", "H", "H", "H", "H", "H", "H"], "coordinates": [[9.6886, 9.1902, 14.9884], [11.8571, 12.8158, 16.0210], [11.3360, 11.6400, 15.6590], [9.8784, 11.3545, 14.7502], [11.8463, 10.5850, 16.2916], [11.2147, 9.4015, 16.2063], [11.5977, 8.4930, 17.0846], [10.9666, 7.4354, 17.8466], [11.4673, 7.2438, 19.1369], [10.7655, 6.4322, 19.9910], [9.7194, 5.5726, 19.5649], [9.3906, 5.6146, 18.2477], [9.8893, 6.6367, 17.4751], [11.5179, 13.6829, 15.6620], [12.8330, 12.8148, 16.3479], [12.6664, 8.6528, 17.4293], [12.4017, 7.6753, 19.3686], [11.0599, 6.4193, 21.0325], [9.1885, 4.9568, 20.2923], [8.6743, 4.9366, 17.7745], [12.7945, 8.3937, 7.7906], [11.6496, 8.5911, 6.8351], [10.1171, 9.0989, 7.7551], [10.2681, 9.5494, 9.2475], [9.1092, 8.8918, 10.0567], [9.2952, 9.0071, 11.5455], [7.7783, 8.6896, 12.4311], [8.0726, 9.2435, 13.8928], [6.7817, 10.0291, 11.7562], [5.4206, 9.7908, 11.5054], [4.6963, 10.7440, 10.7592], [5.2103, 12.0392, 10.5592], [6.4643, 12.3725, 11.0005], [7.2397, 11.3191, 11.6985], [11.9355, 9.9268, 5.6812], [10.9509, 10.5162, 4.9332], [11.1987, 11.7327, 4.3754], [12.4682, 12.2846, 4.3828], [13.5279, 11.5411, 4.8637], [13.2488, 10.3365, 5.5710], [9.4380, 8.1988, 7.7426], [9.6103, 9.7797, 7.0887], [10.3289, 10.6556, 9.3821], [11.2139, 9.1257, 9.6658], [9.0469, 7.8661, 9.7621], [8.1126, 9.2122, 9.7777], [9.7121, 10.0029, 11.8999], [10.0481, 8.2914, 11.8688], [4.8829, 8.9074, 11.7621], [3.6450, 10.6133, 10.4949], [4.7448, 12.6364, 9.7712], [6.9603, 13.3381, 10.9617], [8.2286, 11.5336, 11.9197], [9.9437, 10.0033, 4.7831], [10.3714, 12.3848, 3.9264], [12.6718, 13.2871, 4.0586], [14.5763, 11.8264, 4.7591], [13.9923, 9.8263, 6.1555], [6.5014, 7.4566, 19.0658], [7.2591, 7.7846, 17.8229], [7.0724, 9.2209, 17.4757], [6.8723, 6.9565, 16.6617], [8.0586, 6.4139, 15.9102], [7.7122, 5.8796, 14.6610], [8.6428, 5.6648, 13.6552], [9.9727, 5.9496, 13.8462], [10.3622, 6.4475, 15.0589], [9.4529, 6.6453, 16.1299], [6.9772, 7.9228, 19.9686], [6.4438, 6.3541, 19.2070], [5.4787, 7.7945, 18.8997], [6.2208, 9.3922, 16.7683], [8.0370, 9.5299, 17.0418], [6.9327, 9.8716, 18.3798], [6.3388, 7.5885, 15.9276], [6.2955, 6.0800, 16.9800], [6.6515, 5.6401, 14.5131], [8.2690, 5.3556, 12.6855], [10.6355, 5.7572, 13.0077], [11.3923, 6.7818, 15.2527]], "lowdin_charge": [0.85, 0.09, -0.79, 0.69, -0.02, -0.31, -0.09, -0.15, 0.00, -0.03, -0.03, -0.02, 0.03, 0.09, 0.13, 0.15, 0.11, 0.12, 0.12, 0.15, -0.32, 1.19, -0.25, -0.16, -0.25, -0.37, 1.07, -0.76, -0.40, -0.06, -0.05, -0.08, -0.02, -0.04, -0.38, -0.09, -0.05, -0.03, 0.00, -0.03, 0.11, 0.08, 0.14, 0.12, 0.11, 0.11, 0.10, 0.09, 0.10, 0.12, 0.12, 0.11, 0.07, 0.16, 0.16, 0.13, 0.13, 0.11, -0.08, -0.25, -0.09, -0.15, -0.16, -0.05, -0.11, -0.11, -0.07, -0.22, 0.10, 0.08, 0.08, 0.09, 0.04, 0.10, 0.12, 0.13, 0.13, 0.11, 0.12, 0.12], "gap_ev": [4.76, 2.47], "e_lumo_ev": [-5.2, -9.4], "relative_energy_kj_mol": 54.05, "spin_multiplicity": 5, "charge": 2, "e_homo_ev": [-9.957, -11.867]}



> What is the formula in the second record?

C32H37N5O2PtS3



> Number 2 is which compound?

C32H37N5O2PtS3